A single C5H4O2 molecule, computed with ωB97M-V with the def2-TZVPD basis set.

Each line ends with the Mulliken charge.
Geometry (Å):
C1 1.98877 -0.23491 -0.76693  0.068
C2 1.12002 0.60058 -0.72457  -0.282
C3 -0.19226 1.20169 -0.45864  0.253
O1 -0.48930 2.35909 -0.60713  -0.502
C4 -1.13627 0.10033 0.01925  -0.333
C5 -0.36200 -0.81559 0.96007  -0.040
O2 0.12176 -0.39530 1.98064  -0.450
H1 2.74006 -0.99191 -0.74194  0.379
H2 -1.99137 0.53115 0.54566  0.262
H3 -1.49323 -0.43462 -0.86998  0.259
H4 -0.22621 -1.87133 0.65100  0.385

Values from the calculation:
E_HOMO: -10.283 eV
total charge: 0
relative energy (zero: lowest compared OMol25 entry of this formula, charge and spin): 236.0 kJ/mol


A single C5H4O2 molecule, computed with ωB97M-V with the def2-TZVPD basis set.

Each line ends with the Mulliken charge.
Geometry (Å):
O1 -1.87850 0.92436 -1.56528  -0.519
C1 -0.97732 0.52967 -0.86364  0.590
C2 0.19598 1.24212 -0.36648  -0.486
C3 0.99448 0.46896 0.38204  -0.177
C4 0.48110 -0.89331 0.72573  -0.609
C5 -0.85130 -0.94412 -0.29540  0.311
O2 -1.72522 -1.75537 -0.40369  -0.453
H1 0.46004 2.22394 -0.72665  0.402
H2 2.02524 0.76330 0.56861  0.368
H3 -0.09013 -1.00131 1.65086  0.246
H4 1.36564 -1.55827 0.89391  0.327

Values from the calculation:
E_HOMO: -9.349 eV
total charge: 0
relative energy (zero: lowest compared OMol25 entry of this formula, charge and spin): 120.9 kJ/mol


2 unconnected molecules or ions with the total composition C5H4O2, computed with ωB97M-V with the def2-TZVPD basis set.

Each line ends with the Mulliken charge.
Geometry (Å):
O1 -1.71584 0.58477 1.39773  -0.441
C1 -0.85052 0.27365 0.64259  0.639
C2 0.59995 0.45581 0.54535  -0.139
C3 1.13092 -0.07455 -0.43131  -0.409
C4 0.33349 -0.80440 -1.42018  -0.195
C5 -1.09719 -0.59845 -0.72426  0.391
O2 -2.14441 -0.99121 -1.10649  -0.441
H1 0.55876 -1.87137 -1.50409  0.279
H2 0.32677 -0.36724 -2.42264  0.278
H3 1.42398 1.99101 2.28702  0.007
H4 1.43408 1.40197 2.73628  0.031

Values from the calculation:
E_HOMO: -10.257 eV
total charge: 0
relative energy (zero: lowest compared OMol25 entry of this formula, charge and spin): 489.6 kJ/mol


A single C5H4O2 molecule, computed with ωB97M-V with the def2-TZVPD basis set.

Each line ends with the Mulliken charge.
Geometry (Å):
O1 -3.05340 -0.65652 -0.06235  -0.509
C1 -2.10653 0.17355 -0.02541  -0.106
C2 -0.63479 -0.09892 -0.26750  0.471
C3 0.38789 0.90472 -0.17793  -0.215
C4 1.58029 0.21387 -0.14844  -0.416
C5 1.24013 -1.18300 -0.07654  -0.002
O2 -0.04801 -1.19058 -0.15112  -0.272
H1 -2.36012 1.26609 0.15528  0.261
H2 0.24829 2.01271 0.04085  0.280
H3 2.71736 0.57533 0.44541  0.201
H4 2.02888 -2.01725 0.26775  0.307

Values from the calculation:
E_HOMO: -9.195 eV
total charge: 0
relative energy (zero: lowest compared OMol25 entry of this formula, charge and spin): 300.9 kJ/mol


2 unconnected molecules or ions with the total composition C5H4O2, computed with ωB97M-V with the def2-TZVPD basis set.

Each line ends with the Mulliken charge.
Geometry (Å):
C1 2.86845 0.73111 -0.47449  -0.166
C2 2.04395 -0.04037 -0.07457  -0.675
C3 0.94328 -1.76078 0.32466  0.587
C4 0.05762 -0.95206 1.03994  0.565
C5 -0.69883 0.00690 0.11822  -1.029
O1 1.27644 -2.76372 -0.12424  -0.274
O2 -0.05623 -0.93901 2.23956  -0.489
H1 3.36050 1.61742 -0.70221  0.431
H2 -1.04837 -0.43029 -0.80286  0.344
H3 -1.55616 0.46337 0.61316  0.312
H4 0.03397 0.73353 -0.07093  0.394

Values from the calculation:
E_HOMO: -10.324 eV
total charge: 0
relative energy (zero: lowest compared OMol25 entry of this formula, charge and spin): 465.3 kJ/mol


A single C5H4O2 molecule, computed with ωB97M-V with the def2-TZVPD basis set.

Each line ends with the Mulliken charge.
Geometry (Å):
O1 -0.96653 -2.06755 -0.77345  -0.500
C1 -0.44803 -1.04105 -0.41851  0.408
C2 0.32042 -0.01686 -1.24057  -0.270
C3 0.95699 1.01286 -0.34854  -0.585
C4 0.27774 0.83628 0.96742  -0.329
C5 -0.43702 -0.50721 1.03734  0.443
O2 -0.88762 -1.08661 1.98900  -0.491
H1 1.07499 -0.46227 -1.90527  0.339
H2 -0.36157 0.51698 -1.92831  0.296
H3 -0.47441 1.63997 0.82544  0.268
H4 0.84243 1.12749 1.86085  0.422

Values from the calculation:
E_HOMO (spin up / spin down): -8.847 / -8.846 eV
total charge: 0
relative energy (zero: lowest compared OMol25 entry of this formula, charge and spin): 355.7 kJ/mol


Computed largest force on an atom, in the same sequence as the records: 0.6; 1.6; 0.9; 8.1; 4.8; 0.7 eV Å⁻¹.